(1)
Molecular formula: C52H66BIN15O4
Method: DFT, ωB97M-V/def2-TZVPD

Results
Kohn-Sham gap = 0.1555 Eh
LUMO level = -4.9 eV
HOMO level = -9.1 eV
Calculated total energy = -3465.47661 Eh

```
! RIJCOSX wB97M-V def2-TZVPD def2/J DEFGRID3
* xyz 1 1
O -1.566 2.727 2.204
C -1.267 2.351 1.061
I -2.860 1.921 -0.381
C 0.264 2.190 0.539
N 1.187 1.956 1.681
C 1.813 0.727 2.143
N 2.529 1.206 3.274
N 2.425 2.516 3.532
O 2.983 3.196 4.537
B 2.081 4.221 5.064
O 2.363 5.589 4.648
O 0.941 3.995 5.890
C 1.575 3.044 2.503
H 0.512 3.187 0.036
H 0.281 1.355 -0.237
H 1.739 -0.307 1.686
H 1.943 5.730 3.765
H 0.139 4.125 5.323
H 1.217 4.093 2.283
N 4.557 0.603 -0.586
C 5.173 0.526 -1.808
C 5.893 -0.643 -1.846
C 5.700 -1.299 -0.603
C 4.870 -0.509 0.153
H 3.967 1.358 -0.280
H 5.047 1.307 -2.541
H 6.491 -0.989 -2.675
H 6.123 -2.245 -0.297
H 4.477 -0.640 1.150
N 2.368 -2.293 -1.284
C 2.034 -3.420 -1.981
C 0.681 -3.619 -1.845
C 0.178 -2.569 -1.041
C 1.242 -1.763 -0.712
H 3.300 -1.910 -1.205
H 2.786 -3.984 -2.511
H 0.116 -4.431 -2.279
H -0.848 -2.417 -0.737
H 1.295 -0.862 -0.120
N -0.317 6.508 10.348
C -1.530 6.131 9.839
C -1.303 5.405 8.696
C 0.100 5.336 8.511
C 0.683 6.024 9.548
H -0.180 7.056 11.182
H -2.448 6.413 10.332
H -2.064 4.971 8.064
H 0.625 4.838 7.709
H 1.719 6.210 9.784
N -1.833 -6.662 -2.326
C -3.044 -7.040 -2.844
C -2.808 -7.782 -3.975
C -1.403 -7.860 -4.142
C -0.828 -7.162 -3.109
H -1.703 -6.103 -1.498
H -3.966 -6.748 -2.365
H -3.562 -8.222 -4.611
H -0.871 -8.371 -4.931
H 0.208 -6.978 -2.865
N -6.292 3.704 -0.417
C -6.661 4.941 -0.874
C -8.004 4.905 -1.156
C -8.465 3.599 -0.852
C -7.388 2.881 -0.395
H -5.362 3.440 -0.138
H -5.937 5.737 -0.961
H -8.592 5.727 -1.538
H -9.473 3.226 -0.956
H -7.305 1.859 -0.059
N -6.096 -10.260 -4.563
C -7.306 -10.637 -5.081
C -7.070 -11.379 -6.212
C -5.665 -11.457 -6.380
C -5.090 -10.759 -5.346
H -5.966 -9.703 -3.735
H -8.228 -10.346 -4.602
H -7.824 -11.818 -6.848
H -5.133 -11.967 -7.169
H -4.055 -10.575 -5.101
N -10.044 8.588 -1.090
C -10.414 9.824 -1.548
C -11.757 9.788 -1.830
C -12.217 8.482 -1.526
C -11.139 7.765 -1.069
H -9.114 8.325 -0.812
H -9.691 10.621 -1.635
H -12.344 10.609 -2.212
H -13.225 8.109 -1.630
H -11.057 6.743 -0.732
N 11.462 0.042 -1.498
C 11.128 -1.088 -2.196
C 9.776 -1.286 -2.060
C 9.274 -0.232 -1.255
C 10.336 0.573 -0.925
H 12.391 0.423 -1.419
H 11.879 -1.653 -2.726
H 9.210 -2.097 -2.493
H 8.249 -0.080 -0.951
H 10.389 1.474 -0.333
N -4.922 7.820 11.458
C -6.139 8.447 11.452
C -6.833 8.034 12.563
C -6.001 7.129 13.268
C -4.828 7.018 12.565
H -4.207 7.931 10.758
H -6.406 9.129 10.660
H -7.828 8.350 12.838
H -6.236 6.616 14.189
H -3.937 6.439 12.755
N -0.661 -6.480 -7.299
C -0.081 -7.294 -8.235
C -0.360 -6.779 -9.477
C -1.132 -5.607 -9.284
C -1.299 -5.446 -7.931
H -0.623 -6.619 -6.302
H 0.477 -8.169 -7.937
H -0.043 -7.199 -10.420
H -1.522 -4.954 -10.050
H -1.817 -4.688 -7.364
N 4.501 -4.472 -6.692
C 3.371 -5.156 -7.053
C 2.284 -4.416 -6.657
C 2.776 -3.240 -6.039
C 4.148 -3.300 -6.078
H 5.445 -4.783 -6.854
H 3.438 -6.108 -7.558
H 1.249 -4.691 -6.798
H 2.192 -2.437 -5.614
H 4.901 -2.614 -5.722
N 11.371 -0.225 2.055
C 10.992 -0.959 3.147
C 11.132 -0.166 4.260
C 11.607 1.095 3.823
C 11.742 1.030 2.457
H 11.374 -0.556 1.103
H 10.659 -1.979 3.038
H 10.916 -0.461 5.276
H 11.826 1.955 4.438
H 12.071 1.766 1.740
*
```

Atom charges from the Löwdin analysis, given in e for atoms 1 to 8:
1. O -0.026
2. C -0.734
3. I 0.921
4. C -0.114
5. N -0.048
6. C 0.075
7. N 0.158
8. N -0.095


(2)
Molecular formula: C52H68FNO22S3
Method: DFT, ωB97M-V/def2-TZVPD

Results
Structure (SMILES) = O=S(=O)(F)c1cccc2c1Nc1c(S)cccc1S2.O=C1CCCO1.O=C1CCCO1.O=C1CCCO1.O=C1CCCO1.O=C1CCCO1.O=C1CCCO1.O=C1CCCO1.O=C1CCCO1.O=C1CCCO1.O=C1CCCO1
Kohn-Sham gap = 0.2661 Eh
Relative energy (zero: lowest compared OMol25 entry of this formula, charge and spin) = 0.00 kcal per mole
LUMO level = -0.6 eV
HOMO level = -7.9 eV
Calculated total energy = -5026.53368 Eh

```
! RIJCOSX wB97M-V def2-TZVPD def2/J DEFGRID3
* xyz 0 1
O 4.369 -3.536 -4.457
S 4.664 -2.126 -4.865
O 4.063 -1.743 -6.197
F 6.346 -2.053 -5.114
C 4.152 -0.852 -3.647
C 5.009 0.468 -3.628
C 4.741 1.649 -2.676
C 3.581 1.500 -1.658
C 2.732 0.213 -1.676
C 2.949 -0.992 -2.655
N 2.095 -2.190 -2.664
C 0.643 -1.849 -2.629
C -0.369 -2.524 -3.593
S 0.097 -3.767 -4.887
C -1.898 -2.150 -3.528
C -2.478 -1.125 -2.522
C -1.471 -0.444 -1.554
C 0.028 -0.809 -1.620
S 1.291 0.001 -0.507
H 5.877 0.595 -4.374
H 5.328 2.624 -2.661
H 3.286 2.309 -0.896
H 2.238 -2.660 -3.573
H 0.379 -3.076 -6.071
H -2.628 -2.642 -4.246
H -3.572 -0.829 -2.436
H -1.762 0.355 -0.784
O -2.831 1.865 -1.457
C -2.756 2.774 -2.247
C -3.041 2.683 -3.720
C -2.420 3.961 -4.244
C -2.545 4.892 -3.063
O -2.437 4.052 -1.906
H -4.119 2.663 -3.872
H -2.574 1.800 -4.156
H -2.900 4.345 -5.149
H -1.362 3.789 -4.470
H -3.514 5.400 -3.035
H -1.753 5.643 -3.047
O 2.294 -1.787 4.364
C 2.586 -2.381 3.353
C 3.329 -3.686 3.288
C 3.748 -3.743 1.835
C 2.652 -2.960 1.151
O 2.244 -1.970 2.104
H 2.645 -4.499 3.547
H 4.191 -3.681 3.955
H 3.858 -4.757 1.449
H 4.706 -3.228 1.709
H 1.787 -3.583 0.904
H 3.006 -2.471 0.242
O -3.801 -2.852 6.592
C -2.852 -2.213 6.216
C -1.780 -1.629 7.097
C -1.109 -0.639 6.169
C -1.324 -1.267 4.813
O -2.579 -1.953 4.909
H -1.099 -2.426 7.405
H -2.213 -1.136 7.967
H -0.057 -0.464 6.400
H -1.630 0.323 6.220
H -0.546 -1.994 4.564
H -1.375 -0.518 4.020
O 6.029 -8.376 -0.870
C 6.106 -7.487 -1.677
C 5.807 -7.605 -3.148
C 6.436 -6.345 -3.703
C 6.330 -5.388 -2.540
O 6.440 -6.205 -1.367
H 4.724 -7.617 -3.291
H 6.261 -8.501 -3.569
H 5.953 -5.976 -4.609
H 7.490 -6.533 -3.934
H 5.367 -4.871 -2.515
H 7.130 -4.646 -2.547
O 5.533 5.073 -2.130
C 4.605 5.494 -1.487
C 4.292 6.944 -1.240
C 3.307 6.866 -0.093
C 2.646 5.527 -0.321
O 3.659 4.703 -0.913
H 3.839 7.369 -2.139
H 5.190 7.497 -0.964
H 2.600 7.696 -0.064
H 3.851 6.854 0.857
H 1.801 5.593 -1.014
H 2.304 5.076 0.612
O -5.095 0.871 -3.270
C -6.038 1.266 -2.630
C -6.382 2.707 -2.366
C -7.374 2.594 -1.229
C -8.006 1.246 -1.480
O -6.972 0.450 -2.074
H -6.837 3.135 -3.263
H -5.499 3.275 -2.073
H -8.099 3.409 -1.195
H -6.838 2.580 -0.274
H -8.845 1.304 -2.179
H -8.346 0.776 -0.556
O 4.491 -5.771 6.102
C 3.553 -5.360 6.738
C 3.226 -3.914 6.986
C 2.233 -4.002 8.124
C 1.585 -5.347 7.887
O 2.608 -6.161 7.303
H 2.776 -3.490 6.085
H 4.114 -3.354 7.272
H 1.518 -3.178 8.148
H 2.767 -4.012 9.076
H 0.745 -5.286 7.187
H 1.238 -5.803 8.816
O -3.650 5.500 -6.439
C -2.744 5.737 -7.199
C -2.821 6.633 -8.405
C -1.571 6.248 -9.167
C -0.636 5.814 -8.063
O -1.482 5.251 -7.053
H -2.793 7.675 -8.077
H -3.723 6.436 -8.984
H -1.166 7.053 -9.782
H -1.789 5.399 -9.824
H -0.087 6.654 -7.629
H 0.078 5.063 -8.403
O -12.068 3.733 -1.281
C -12.221 2.544 -1.184
C -13.526 1.845 -0.917
C -13.068 0.460 -0.512
C -11.770 0.310 -1.272
O -11.222 1.632 -1.346
H -14.115 1.827 -1.837
H -14.077 2.336 -0.115
H -13.792 -0.325 -0.738
H -12.872 0.438 0.564
H -11.924 -0.061 -2.289
H -11.070 -0.349 -0.757
O 4.215 -2.596 9.854
C 5.163 -1.954 9.476
C 6.234 -1.368 10.354
C 6.901 -0.376 9.424
C 6.684 -1.005 8.068
O 5.432 -1.694 8.168
H 6.918 -2.163 10.660
H 5.802 -0.875 11.225
H 7.953 -0.199 9.653
H 6.378 0.584 9.476
H 7.462 -1.732 7.817
H 6.629 -0.258 7.275
*
```

Atom charges from the Löwdin analysis, given in e for atoms 1 to 8:
1. O -0.323
2. S 0.803
3. O -0.323
4. F -0.234
5. C -0.179
6. C -0.032
7. C -0.035
8. C -0.035